Computed, not measured: C4H3BiO as an isolated structure at a distorted geometry, with ωB97M-V with the def2-TZVPD basis set.

- Net charge: +2
- HOMO level (spin up / spin down): -19.5 / -18.7 eV
- DFT total energy: -12055.080 eV

Element x y z (Å)
C -2.165 0.098 0.105
C -0.874 -0.189 0.087
C 0.336 -0.642 0.004
C 1.607 -0.960 -0.241
H -2.902 -0.708 0.134
H -2.525 1.124 0.019
H 3.028 -0.504 0.404
O 2.419 0.172 -0.225
Bi 1.077 1.609 -0.286

Cartesian forces, eV/Å:
C 1.40 0.35 -0.23
C -2.42 -1.00 0.19
C 1.37 -1.66 -0.62
C -4.63 0.82 -0.09
H 0.13 -0.05 -0.03
H -0.09 -0.14 0.26
H 0.11 3.41 -1.06
O 7.02 -7.00 1.84
Bi -2.90 5.28 -0.26

Computed, not measured: one molecule with the formula C4H3BrF3I at a distorted geometry, with ωB97M-V with the def2-TZVPD basis set.

- HOMO level: -10.1 eV
- DFT total energy: -90490.553 eV
- Energy above the lowest of the compared OMol25 structures with the same formula, charge and spin: 7.93 kJ/mol

Element x y z (Å)
C 0.231 0.197 -2.009
C 0.096 -0.465 -0.891
C -0.508 0.025 0.397
C 0.278 -0.013 1.622
F -0.898 1.382 0.146
F -0.459 0.638 2.520
F 0.558 -1.276 2.035
Br -2.313 -0.784 0.755
I 2.204 1.062 1.230
H 0.650 -0.413 -2.899
H 0.033 1.254 -2.178
H 0.128 -1.607 -0.728

Cartesian forces, eV/Å:
C 1.20 -0.97 -2.44
C -1.39 -3.19 2.42
C -2.57 2.26 -3.64
C 1.42 0.31 1.12
F 0.90 -1.12 0.79
F 0.73 -0.15 1.00
F -0.27 0.95 -0.23
Br 0.89 -0.24 -0.24
I -0.84 -0.50 0.48
H -0.85 1.26 1.47
H 0.05 -0.31 0.35
H 0.73 1.70 -1.09

Computed, not measured: C4H3CaN5O3 as an isolated structure at a distorted geometry, with ωB97M-V with the def2-TZVPD basis set.

- Net charge: +2
- HOMO level: -17.2 eV
- DFT total energy: -36209.379 eV
- Energy above the lowest of the compared OMol25 structures with the same formula, charge and spin: 25.18 kJ/mol

Element x y z (Å)
O -2.845 -3.080 2.139
C -2.129 -2.697 1.325
Ca -0.649 -1.460 -0.059
C -1.726 -2.033 -2.187
C 1.062 -3.187 -0.267
O -2.242 -2.076 -3.216
O 2.015 -3.834 -0.284
N 1.013 3.215 1.539
N 0.759 2.232 0.617
N 0.973 2.383 -0.689
C 0.578 1.178 -1.173
N 0.170 0.383 -0.189
N 0.279 1.071 0.999
H 0.816 3.014 2.485
H 1.359 4.052 1.161
H 0.566 0.839 -2.201

Cartesian forces, eV/Å:
O 2.87 1.40 -3.35
C -4.06 -2.26 4.55
Ca -0.92 -1.99 0.39
C -2.69 -0.25 -5.37
C 4.90 -3.36 -0.10
O 2.16 0.05 4.32
O -3.96 2.54 0.03
N -0.43 -2.02 -2.24
N -0.18 -0.07 1.01
N -0.42 -1.03 0.05
C 0.43 1.37 1.07
N 1.39 3.68 0.79
N 0.40 0.43 -1.68
H -0.20 -0.22 0.89
H 0.45 1.14 -0.36
H 0.25 0.59 -0.01

Computed, not measured: C4H3CdFO6 as an isolated structure at a distorted geometry, with ωB97M-V with the def2-TZVPD basis set.

- Net charge: +1
- HOMO level (spin up / spin down): -13.1 / -13.1 eV
- <S²>: 0.75
- DFT total energy: -23751.538 eV
- 2S+1: 2

Element x y z (Å)
C 0.421 0.882 -1.344
C 1.770 1.572 -1.383
O 2.268 2.024 -0.125
C 2.652 1.236 0.829
O 2.343 0.067 1.042
O 3.385 1.824 1.714
O -0.065 0.404 -0.328
F -0.404 1.423 -2.216
H 1.729 2.461 -2.019
H 2.480 0.853 -1.824
O 0.580 -4.016 -1.783
C 0.451 -2.916 -1.300
O 0.511 -2.592 -0.068
Cd 0.648 -0.989 0.942
H 0.378 -1.891 -2.034

Cartesian forces, eV/Å:
C -2.23 3.23 2.75
C 1.19 -1.36 -1.21
O -0.31 0.32 -0.27
C -0.11 0.17 0.67
O 2.06 1.02 0.13
O 0.21 0.07 -0.02
O -0.31 1.64 -3.39
F 0.56 -1.32 -0.32
H -0.16 -0.27 0.20
H 0.06 0.34 0.01
O -0.48 1.69 0.67
C 0.66 0.45 -3.64
O -0.37 -2.31 0.83
Cd -0.73 -1.53 2.40
H -0.06 -2.15 1.19

Computed, not measured: a 2-piece molecular cluster, C4H3Cl2N4O overall at a distorted geometry, with ωB97M-V with the def2-TZVPD basis set.

- Net charge: -1
- HOMO level: -3.8 eV
- DFT total energy: -37245.837 eV
- Energy above the lowest of the compared OMol25 structures with the same formula, charge and spin: 75.31 kJ/mol

Element x y z (Å)
C 1.657 -0.927 0.902
C -0.280 1.538 -1.138
C 0.037 0.700 -0.137
C -3.330 0.367 0.983
N 2.495 -1.837 0.281
N 2.457 -1.585 -1.004
N 1.780 -0.551 -1.351
N 1.190 -0.113 -0.171
O 1.310 -0.705 2.020
Cl -3.162 -0.250 2.509
Cl -2.823 -0.926 -0.205
H -1.147 2.168 -1.289
H 0.488 1.589 -1.963
H -0.671 0.533 0.563

Cartesian forces, eV/Å:
C 0.39 0.28 -3.90
C 2.14 -0.18 -1.24
C 1.92 0.73 -3.51
C 0.32 -0.92 -1.92
N -0.81 0.10 1.65
N 0.73 0.76 -1.31
N -0.74 -0.45 0.44
N -0.32 -0.03 0.27
O -0.58 -0.14 3.34
Cl 0.15 -0.32 0.84
Cl -0.67 1.10 1.06
H -0.18 -0.37 0.59
H -0.96 0.11 0.86
H -1.38 -0.68 2.84

Computed, not measured: a 2-piece molecular cluster, C4H3Cl3F2 overall at a distorted geometry, with ωB97M-V with the def2-TZVPD basis set.

- HOMO level (spin up / spin down): -8.4 / -8.4 eV
- DFT total energy: -47195.304 eV
- Energy above the lowest of the compared OMol25 structures with the same formula, charge and spin: 234.35 kJ/mol

Element x y z (Å)
C 1.664 -0.267 0.646
C 1.004 0.221 -0.430
C -0.014 1.079 -0.300
C -1.515 -0.622 -0.056
F -0.590 1.802 -1.188
F -0.213 1.511 0.927
Cl -2.605 -0.137 1.186
Cl -2.302 -0.651 -1.642
Cl -0.696 -2.031 0.402
H 2.313 -1.025 0.246
H 1.729 0.173 1.686
H 1.224 -0.052 -1.477

Cartesian forces, eV/Å:
C 0.64 0.51 -0.90
C 3.19 -0.91 -1.05
C -4.47 -1.14 2.59
C 0.55 1.72 -1.02
F 0.05 0.77 -0.85
F -0.18 1.41 0.35
Cl -0.39 0.42 0.32
Cl 0.20 -0.28 0.24
Cl 0.28 -0.78 -0.06
H 0.74 -0.38 1.08
H -0.51 -0.93 -1.52
H -0.11 -0.42 0.82

Computed, not measured: one molecule with the formula C4H3ClO at a distorted geometry, with ωB97M-V with the def2-TZVPD basis set.

- HOMO level: -8.7 eV
- DFT total energy: -18765.371 eV
- Energy above the lowest of the compared OMol25 structures with the same formula, charge and spin: 26.74 kJ/mol

Element x y z (Å)
C 0.219 0.094 -0.044
C -0.590 1.186 -0.004
C -1.896 0.608 -0.030
C -1.707 -0.755 0.014
H -0.300 2.240 0.081
H -2.746 1.250 0.094
H -2.512 -1.468 0.082
O -0.439 -1.093 -0.005
Cl 1.936 -0.005 0.010

Cartesian forces, eV/Å:
C 1.44 0.52 0.43
C 0.49 -0.69 -0.23
C 0.78 -0.24 0.71
C -3.50 1.80 -0.09
H -0.10 -0.77 -0.23
H -0.63 -0.54 -0.21
H 0.54 -0.52 -0.08
O 1.33 0.50 -0.21
Cl -0.35 -0.06 -0.08

Computed, not measured: a 2-piece molecular cluster, C4H3ClO overall at a distorted geometry, with ωB97M-V with the def2-TZVPD basis set.

- HOMO level: -9.3 eV
- DFT total energy: -18760.738 eV
- Energy above the lowest of the compared OMol25 structures with the same formula, charge and spin: 473.76 kJ/mol

Element x y z (Å)
C 1.606 0.569 0.191
C -1.806 0.168 0.773
C 0.231 0.313 0.398
C 0.825 -0.348 -0.796
O -2.269 0.420 1.841
Cl -2.708 -0.289 -0.622
H 2.494 0.654 0.800
H 0.617 -0.024 -1.793
H 1.010 -1.464 -0.792

Cartesian forces, eV/Å:
C -5.76 -1.69 1.45
C 2.30 1.32 2.50
C 1.13 0.11 -1.57
C 0.84 -1.16 0.72
O 1.04 -0.61 -2.25
Cl 0.57 -0.04 -0.07
H 0.09 0.41 -0.41
H 0.07 0.59 -0.59
H -0.29 1.07 0.23

Copy entry 1 word for word.
Computed, not measured: C4H3BiO as an isolated structure at a distorted geometry, with ωB97M-V with the def2-TZVPD basis set.

- Net charge: +2
- HOMO level (spin up / spin down): -19.5 / -18.7 eV
- DFT total energy: -12055.080 eV

Element x y z (Å)
C -2.165 0.098 0.105
C -0.874 -0.189 0.087
C 0.336 -0.642 0.004
C 1.607 -0.960 -0.241
H -2.902 -0.708 0.134
H -2.525 1.124 0.019
H 3.028 -0.504 0.404
O 2.419 0.172 -0.225
Bi 1.077 1.609 -0.286

Cartesian forces, eV/Å:
C 1.40 0.35 -0.23
C -2.42 -1.00 0.19
C 1.37 -1.66 -0.62
C -4.63 0.82 -0.09
H 0.13 -0.05 -0.03
H -0.09 -0.14 0.26
H 0.11 3.41 -1.06
O 7.02 -7.00 1.84
Bi -2.90 5.28 -0.26

Q: The lowest DFT total energy belongs to which entry?
A: C4H3BrF3I

Q: Which value of DFT total energy does entry 5 give?
A: -37245.837 eV